DFT (ωB97M-V/def2-TZVPD) results for 2 unconnected molecules or ions with the total composition C18H40BrN4O7P2 at a distorted geometry.

Geometry as ORCA input:
```
! wB97M-V def2-TZVPD RIJCOSX def2/J DEFGRID3
* xyz 1 1
C 5.48 -3.32 0.12
C 4.85 -2.30 -0.80
O 5.06 -0.94 -0.33
P 4.01 -0.30 0.69
O 4.71 0.11 1.89
C 3.29 1.09 -0.20
C 2.04 0.77 -1.06
C 0.87 1.75 -0.89
C -0.12 1.50 0.23
C 0.29 1.06 1.63
C 1.04 2.13 2.46
N 2.10 1.56 3.25
N -1.17 1.01 2.20
P -1.24 -0.12 3.50
O -2.42 -0.01 4.34
C -1.97 0.76 1.10
N -3.25 0.77 1.09
O -3.95 1.02 2.24
N -1.25 0.60 -0.06
C -0.91 -0.78 -0.51
C -1.78 -1.93 -0.03
C -3.20 -1.97 -0.60
Br -0.83 -3.54 -0.66
O 2.79 -1.30 0.99
C 2.88 -1.98 2.27
C 1.99 -3.20 2.16
H 6.44 -2.96 0.47
H 4.83 -3.61 0.93
H 5.65 -4.21 -0.47
H 5.36 -2.36 -1.75
H 3.80 -2.51 -0.99
H 3.13 1.92 0.47
H 4.07 1.41 -0.88
H 1.75 -0.27 -0.97
H 2.38 0.89 -2.08
H 0.31 1.76 -1.82
H 1.31 2.72 -0.75
H -0.58 2.47 0.44
H 0.61 0.04 1.77
H 1.43 2.85 1.76
H 0.31 2.65 3.06
H 2.98 2.06 3.19
H 1.84 1.43 4.22
H -0.07 0.17 4.22
H -1.07 -1.41 2.97
H -3.78 0.66 0.22
H -4.77 0.48 2.18
H 0.10 -1.01 -0.19
H -0.97 -0.77 -1.59
H -1.79 -2.04 1.04
H -3.87 -2.42 0.13
H -3.22 -2.64 -1.44
H -3.55 -1.01 -0.91
H 2.48 -1.32 3.02
H 3.90 -2.23 2.53
H 1.97 -3.75 3.09
H 1.00 -2.85 1.88
H 2.32 -3.81 1.34
O -4.59 0.78 -1.17
C -4.34 1.44 -2.16
O -4.53 0.87 -3.34
C -4.47 1.59 -4.59
C -3.06 1.66 -5.13
C -3.74 2.82 -2.07
H -4.93 2.57 -4.49
H -5.10 1.01 -5.27
H -2.40 2.22 -4.46
H -3.05 2.15 -6.10
H -2.64 0.66 -5.24
H -2.66 2.72 -2.00
H -4.11 3.29 -1.16
H -4.00 3.47 -2.90
*
```

Frontier orbital gap   9.3601 eV
Strongest force on any atom   2.2 eV/Å
Energy   -4712.0847 Ha